Density functional theory data (ωB97M-V with the def2-TZVPD basis set) for a structure of composition C30H43IN6O11S2SiV.

Values from the calculation:
Electronic energy, Ha: -4652.8798
Maximum force, eV/A: 0.882
Spin multiplicity: 2
ΔE to the lowest compared entry with this formula, charge and spin, kcal per mole: 20.9
Net charge: 0
⟨S²⟩: 0.769

Each line ends with the Mulliken spin population.
Geometry (Å):
1 V -0.9376 -0.0079 0.6697  1.09
2 N -0.4096 1.0633 2.4456  -0.01
3 C 0.6896 0.3433 3.0892  -0.02
4 C 1.0752 0.7549 4.5087  0.00
5 C 2.5356 1.1825 4.6180  0.00
6 C 3.5212 0.1203 4.1064  0.00
7 N 3.8253 0.2417 2.6755  0.00
8 C 4.6461 1.1621 2.1883  0.00
9 N 5.2501 2.0238 3.0316  0.00
10 N 4.9284 1.2169 0.8938  0.00
11 C 0.3829 -1.1612 2.9596  0.00
12 O 0.9384 -1.9562 3.7012  0.00
13 O -0.4461 -1.4427 2.0158  -0.01
14 H -0.1624 2.0191 2.1783  0.00
15 H -1.2242 1.1235 3.0459  -0.01
16 H 1.5298 0.5100 2.4187  0.01
17 H 0.9178 -0.1086 5.1577  0.00
18 H 0.4332 1.5608 4.8720  0.00
19 H 2.7679 1.3917 5.6653  0.00
20 H 2.6848 2.1186 4.0676  0.00
21 H 3.1084 -0.8761 4.2606  0.00
22 H 4.4690 0.1720 4.6464  0.00
23 H 3.3614 -0.3678 2.0123  0.00
24 H 4.8725 2.1566 3.9528  0.00
25 H 5.7596 2.7987 2.6435  0.00
26 H 4.3501 0.6953 0.2240  0.00
27 H 5.4045 2.0284 0.5386  0.00
28 O -1.5356 1.1344 -3.7644  0.00
29 S -0.3265 1.8381 -3.3786  0.00
30 O -0.2604 3.2280 -3.8078  0.00
31 O 0.0018 1.6891 -1.9574  0.01
32 C 1.0689 0.9944 -4.1002  0.00
33 C 2.0128 1.7851 -4.7427  0.00
34 C 3.2248 1.2521 -5.1487  0.00
35 C 3.4988 -0.0813 -4.8947  0.00
36 C 2.5500 -0.8734 -4.2685  0.00
37 C 1.3218 -0.3624 -3.8552  0.00
38 S 1.7583 -0.3220 -0.9414  -0.01
39 O 2.8725 -1.2590 -0.5950  0.00
40 O 0.8510 -2.8284 -1.2250  0.00
41 O 1.0171 -0.0214 0.3821  0.02
42 H 1.7752 2.8261 -4.9132  0.00
43 H 3.9477 1.8762 -5.6584  0.00
44 H 4.4458 -0.5136 -5.1920  0.00
45 H 2.7724 -1.9159 -4.0887  0.00
46 C -4.0584 -2.1393 3.0800  0.00
47 Si -3.9228 -0.6281 1.9862  0.01
48 C -3.4837 0.7823 3.1463  0.01
49 C -5.5755 -0.1368 1.2280  0.00
50 N -2.7104 -0.8644 0.7385  -0.08
51 C -2.8686 -1.9188 -0.1463  -0.01
52 C -4.0046 -2.7377 -0.2266  -0.01
53 C -4.0844 -3.7927 -1.1186  0.00
54 C -3.0260 -4.0764 -1.9616  -0.01
55 C -1.8858 -3.2856 -1.9151  0.01
56 C -1.8334 -2.2244 -1.0403  0.01
57 O -0.7405 -1.3288 -0.9324  -0.03
58 C 0.4823 -1.5748 -1.6723  0.00
59 C 1.8751 -3.5601 -1.7719  0.00
60 C 1.9141 -3.9890 -3.0273  0.00
61 C 0.9485 -3.6531 -4.0667  0.00
62 C 0.2341 -2.5316 -4.1180  0.00
63 C 0.2985 -1.3278 -3.2078  0.00
64 H -4.6547 -1.9008 3.9650  0.00
65 H -3.0569 -2.4275 3.4097  0.00
66 H -4.5070 -3.0055 2.5952  0.00
67 H -4.4076 1.0372 3.6741  0.00
68 H -3.1436 1.6926 2.6482  0.00
69 H -2.7724 0.4819 3.9203  0.00
70 H -6.4111 -0.5008 1.8312  0.00
71 H -5.7065 -0.5073 0.2114  0.00
72 H -5.6506 0.9529 1.1902  0.00
73 H -4.8450 -2.5527 0.4257  0.00
74 H -4.9808 -4.3990 -1.1417  0.00
75 H -3.0689 -4.9090 -2.6503  0.00
76 H -1.0543 -3.5244 -2.5509  0.00
77 H 2.6045 -3.8419 -1.0276  0.00
78 H 2.7324 -4.6522 -3.2802  0.00
79 H 0.8316 -4.3701 -4.8716  0.00
80 H -0.4312 -2.3866 -4.9623  0.00
81 H -0.6726 -0.8357 -3.2772  0.00
82 C -2.9052 1.9989 -0.2727  0.01
83 O -1.7101 1.4403 0.1929  0.02
84 H -2.7183 2.4478 -1.2487  -0.01
85 H -3.2614 2.7520 0.4354  0.00
86 H -3.6487 1.2040 -0.3812  -0.01
87 N -1.2232 4.5771 -0.9240  0.00
88 C -0.3354 4.1935 0.0233  0.00
89 O -0.6373 3.9540 1.1794  0.00
90 C 1.0669 4.1120 -0.5405  0.00
91 I 2.4344 3.2381 0.8034  0.00
92 H -2.1965 4.5491 -0.6706  0.00
93 H -0.9919 4.4288 -1.8988  0.00
94 H 1.4407 5.0918 -0.8232  0.00
95 H 1.0541 3.4394 -1.3951  0.00

Forces on atoms 1 to 3 (eV/Å):
-0.29 -0.77 0.32
-0.05 0.13 -0.05
0.05 -0.06 -0.04

---

Density functional theory data (ωB97M-V with the def2-TZVPD basis set) for the molecule C30H43NO4S.

Values from the calculation:
Electronic energy, Ha: -1922.8963
Maximum force, eV/A: 0.905
Spin multiplicity: 1
ΔE to the lowest compared entry with this formula, charge and spin, kcal per mole: 0.0
SMILES string: CCCCCS(=O)(=O)CCCCCCCCCCn1c(-c2ccc(O)cc2)c(C)c2cc(O)ccc21
Net charge: 0

Each line ends with the natural charge from an NBO analysis.
Geometry (Å):
1 C -7.7867 1.7020 4.2093  -0.61
2 C -7.2848 0.7194 3.1568  -0.39
3 C -6.0536 1.2193 2.4012  -0.40
4 C -6.3433 2.4468 1.5388  -0.42
5 C -5.1559 2.8155 0.6688  -0.63
6 S -4.9377 1.5687 -0.6484  2.16
7 O -4.1934 0.4407 -0.1162  -0.99
8 O -6.2126 1.2673 -1.2345  -0.94
9 C -3.8725 2.3783 -1.8837  -0.64
10 C -3.5444 1.3679 -2.9698  -0.42
11 C -2.2982 1.7447 -3.7759  -0.38
12 C -1.0053 1.4690 -3.0101  -0.41
13 C 0.2295 1.8387 -3.8285  -0.37
14 C 1.5433 1.5088 -3.1185  -0.39
15 C 1.7808 0.0065 -2.9789  -0.40
16 C 3.1955 -0.3080 -2.4971  -0.40
17 C 3.4741 -1.8095 -2.4249  -0.40
18 C 2.7623 -2.4983 -1.2521  -0.21
19 N 3.3476 -2.1451 0.0129  -0.35
20 C 2.9352 -1.1469 0.8720  0.16
21 C 1.6651 -0.4361 0.7311  -0.13
22 C 1.6482 0.9579 0.7518  -0.12
23 C 0.4610 1.6560 0.6808  -0.29
24 C -0.7467 0.9704 0.5833  0.32
25 O -1.9000 1.6849 0.5284  -0.72
26 C -0.7418 -0.4198 0.5502  -0.29
27 C 0.4504 -1.1125 0.6326  -0.17
28 C 3.8660 -0.9748 1.8709  -0.11
29 C 3.7890 -0.0453 3.0349  -0.63
30 C 4.9154 -1.9008 1.6172  0.01
31 C 6.1110 -2.1956 2.2747  -0.32
32 C 6.9277 -3.1738 1.7480  0.29
33 O 8.1176 -3.5176 2.3336  -0.68
34 C 6.5712 -3.8644 0.5798  -0.28
35 C 5.3959 -3.5892 -0.0807  -0.21
36 C 4.5649 -2.6043 0.4408  0.10
37 H -6.9869 1.9626 4.8993  0.20
38 H -8.1586 2.6141 3.7501  0.20
39 H -8.5988 1.2584 4.7805  0.21
40 H -8.0831 0.5119 2.4417  0.20
41 H -7.0287 -0.2217 3.6478  0.20
42 H -5.2615 1.4574 3.1156  0.19
43 H -5.6914 0.4208 1.7529  0.22
44 H -6.6038 3.2986 2.1705  0.22
45 H -7.1882 2.2341 0.8800  0.23
46 H -5.3188 3.7543 0.1455  0.24
47 H -4.2213 2.8464 1.2220  0.25
48 H -2.9865 2.6936 -1.3400  0.25
49 H -4.4157 3.2372 -2.2658  0.23
50 H -3.3835 0.3983 -2.4929  0.22
51 H -4.4076 1.2698 -3.6297  0.22
52 H -2.3484 2.7996 -4.0546  0.19
53 H -2.2889 1.1603 -4.6980  0.21
54 H -0.9725 0.4090 -2.7549  0.20
55 H -0.9899 2.0333 -2.0770  0.20
56 H 0.1998 1.3122 -4.7858  0.19
57 H 0.2016 2.9100 -4.0431  0.20
58 H 2.3659 1.9433 -3.6921  0.20
59 H 1.5488 1.9674 -2.1276  0.20
60 H 1.6219 -0.4722 -3.9488  0.19
61 H 1.0562 -0.4050 -2.2762  0.20
62 H 3.9108 0.1462 -3.1869  0.20
63 H 3.3564 0.1394 -1.5148  0.21
64 H 4.5485 -1.9712 -2.3169  0.21
65 H 3.1535 -2.2825 -3.3556  0.20
66 H 1.7081 -2.2224 -1.2467  0.22
67 H 2.8336 -3.5845 -1.3706  0.20
68 H 2.5818 1.4963 0.8186  0.21
69 H 0.4487 2.7351 0.7050  0.22
70 H -2.6591 1.0738 0.4005  0.51
71 H -1.6834 -0.9464 0.4749  0.22
72 H 0.4353 -2.1931 0.6527  0.22
73 H 4.0467 -0.5723 3.9528  0.21
74 H 4.4901 0.7826 2.9174  0.21
75 H 2.7855 0.3619 3.1345  0.22
76 H 6.3897 -1.6667 3.1765  0.20
77 H 8.2493 -2.9796 3.1227  0.48
78 H 7.2486 -4.6199 0.2152  0.22
79 H 5.1365 -4.1332 -0.9763  0.21

Forces on atoms 1 to 3 (eV/Å):
-0.01 -0.21 -0.17
0.21 0.15 0.11
-0.38 -0.07 -0.05